(1)
Formula: C26H14Cl5NPdS
Source: the Open Molecules 2025 dataset
Level of theory: ωB97M-V/def2-TZVPD

CARTESIAN COORDINATES (ANGSTROEM)
C1 -2.661456 0.677784 0.168317
C2 -0.985438 -0.827180 2.227174
H1 -5.816312 2.182808 2.155497
H2 -2.206134 5.412143 1.197299
C3 -2.992979 4.704296 1.418985
C4 -5.058762 -2.328554 2.014321
C5 -1.617929 -0.736704 4.541312
Cl1 -0.489819 1.498813 3.476896
C6 -1.437720 -2.133446 2.177706
H3 -1.854068 3.011672 0.752257
C7 2.036358 -1.497722 2.073011
H4 -4.348275 6.193908 2.157663
C8 -5.205493 4.229263 2.234511
C9 -1.071557 -0.127775 3.408369
C10 -3.795756 2.427398 1.456491
C11 -5.463754 -2.130956 3.328623
Cl2 -2.506917 -4.401404 3.183399
H5 -4.111995 -1.453361 0.296312
C12 -2.795212 3.358928 1.161666
H6 5.129498 -0.197818 2.303717
C13 -1.866524 0.446046 -0.787557
H7 -5.949680 -2.930623 3.872059
C14 -4.227162 -0.063258 1.923182
H8 -5.511019 -0.766113 4.985766
Cl3 -1.292208 -2.927120 0.640316
Pd1 -0.351362 -0.169129 0.491139
H9 3.739566 -2.072962 3.213003
H10 -5.222747 -3.283727 1.533831
C15 -2.062001 -2.056514 4.479792
C16 -5.010187 2.882207 1.982138
C17 3.553887 0.568357 1.091221
C18 -4.435696 -1.307518 1.319325
Cl4 -2.722428 -2.808908 5.878209
C19 -3.560743 1.003346 1.163087
Cl5 -1.759538 0.149384 6.007997
H11 -6.149379 4.568205 2.639707
C20 -4.615539 0.116285 3.255249
C21 -4.194807 5.141291 1.959386
C22 4.101404 -0.317355 1.988187
H12 1.392056 -2.296815 2.416302
H13 4.115368 1.398000 0.688307
N1 1.509557 -0.646277 1.185688
C23 3.334568 -1.370540 2.501124
C24 -5.230021 -0.912313 3.951620
S1 1.264185 1.389480 -0.339453
C25 -1.975013 -2.772394 3.286421
C26 2.219709 0.390723 0.707040
H14 -4.393615 1.046685 3.759897

Atoms 1-3, force components in eV/Å:
C 0.240 0.118 0.326
C -0.635 -0.609 -0.358
H 0.002 -0.025 0.030

Its maximum force is 0.950 eV Å⁻¹. The total charge is 0. The calculation puts the orbital gap (alpha / beta) at 0.2175 / 0.1763 Eh. The value obtained for the LUMO energy (alpha / beta) is -1.96 / -2.36 eV. As for the relative energy (zero: lowest compared OMol25 entry of this formula, charge and spin): 179.5 kJ/mol. For the energy, the calculation gives -105602.8706 eV. Its spin multiplicity is 1.

(2)
Formula: C26H15Cl3NO6S3Sn
Source: the Open Molecules 2025 dataset
Level of theory: ωB97M-V/def2-TZVPD

CARTESIAN COORDINATES (ANGSTROEM)
Sn1 -0.130106 -1.876305 1.314858
H1 2.588947 -1.173919 -2.080175
C1 -1.662672 -1.203779 -4.237919
O1 1.367661 -0.879767 0.251279
H2 1.940653 3.593871 4.748437
S1 -1.073206 -0.481030 -2.801964
H3 -3.247345 1.799486 -2.248234
Cl1 -0.497743 2.560871 3.728312
C2 -2.624074 -0.494677 -0.501773
C3 2.586262 -0.015988 3.435901
C4 2.094624 2.592410 4.373805
C5 2.749728 2.062732 -1.112782
Cl2 2.841585 -1.614825 2.891120
C6 -6.263815 -0.766133 0.557144
C7 1.066398 1.886990 3.823217
C8 2.919508 -0.143775 -2.058769
C9 4.371908 1.600094 -2.855196
H4 4.376784 -0.401344 -3.610708
C10 1.213193 0.320827 -0.259441
S2 -4.077744 -1.613725 1.595386
H5 4.596580 0.270519 4.076508
H6 -3.252102 4.180111 -1.148931
C11 1.250084 0.539633 3.301397
H7 -6.338548 -1.877112 2.450972
N1 4.249336 3.854488 -1.866326
C12 -3.992597 -0.787594 0.093908
O2 0.312295 -0.081867 2.768230
C13 2.325656 0.743666 -1.168905
H8 -3.451994 -2.230680 -4.854578
O3 5.105006 4.202610 -2.648092
O4 -1.611227 -1.046114 0.233739
S3 -2.389608 1.653050 1.280953
C14 -2.907493 -1.722595 -4.073140
C15 3.364100 1.999589 4.449844
C16 -2.521811 -0.867042 -1.956168
C17 3.776125 2.456531 -1.947750
H9 -1.051866 -1.213389 -5.126084
C18 -5.240207 -0.378028 -0.330646
C19 -3.044443 3.257286 -0.628996
C20 -3.039514 2.008143 -1.208835
C21 -3.404192 -1.529712 -2.753605
H10 2.289801 2.770167 -0.439405
H11 -5.402533 0.170817 -1.247031
Cl3 4.647325 2.881467 5.134790
C22 3.926793 0.287032 -2.908953
C23 -5.774857 -1.444787 1.639510
O5 3.752743 4.563204 -1.014834
H12 -2.645794 4.042973 1.409976
C24 -2.721949 3.202268 0.736792
H13 -4.366037 -1.886107 -2.415714
C25 -2.677540 1.001412 -0.300280
C26 3.608257 0.698018 3.988428
H14 5.163455 1.961666 -3.494227
H15 -7.312837 -0.564357 0.402907
O6 0.286372 1.069988 -0.009836

Atoms 1-3, force components in eV/Å:
Sn 0.227 0.118 -0.159
H -0.009 0.006 0.004
C 0.002 -0.004 0.019

Its maximum force is 0.622 eV Å⁻¹. The total charge is +1. The calculation puts the orbital gap (alpha / beta) at 0.2135 / 0.1952 Eh. The value obtained for the LUMO energy (alpha / beta) is -5.65 / -6.14 eV. As for the relative energy (zero: lowest compared OMol25 entry of this formula, charge and spin): 44.0 kJ/mol. For the energy, the calculation gives -116874.8921 eV. Its spin multiplicity is 1.

(3)
Formula: C26H15N6O8S2Ti
Source: the Open Molecules 2025 dataset
Level of theory: ωB97M-V/def2-TZVPD

CARTESIAN COORDINATES (ANGSTROEM)
C1 -1.267591 -0.458480 -5.169598
H1 -0.752164 2.596783 -2.943703
O1 -3.363224 -3.328342 4.709985
O2 -0.982715 0.441119 -0.777105
C2 1.298148 3.957749 2.972316
C3 -4.130417 -0.558083 1.818198
H2 -4.732062 -1.754719 3.503182
H3 -3.328335 0.538188 0.166632
C4 0.946542 3.124106 4.016653
C5 0.740400 1.757738 3.807866
N1 -5.463875 0.073369 1.680806
C6 1.421192 3.396382 1.706806
C7 -1.648250 -1.732947 2.067521
C8 1.803223 -2.446680 -1.890763
C9 -1.887801 -0.793003 1.071784
H4 5.716930 -0.116909 0.769777
C10 -3.936777 -1.485414 2.823759
H5 0.842670 3.535525 5.011106
C11 -3.134254 -0.193552 0.936879
Ti1 0.892001 0.295712 -1.472815
N2 1.028331 -1.412210 -2.454047
O3 -6.316589 -0.266270 2.466729
C12 1.192110 2.033986 1.486669
H6 -0.684170 -2.209493 2.173263
S1 1.995984 2.317218 -2.264224
C13 -1.771296 1.825612 -4.676868
N3 1.378683 1.669216 0.154465
C14 4.988162 -2.020053 0.066154
S2 1.888914 4.184476 0.220544
H7 0.739477 0.135824 2.393965
C15 3.958983 -2.645424 -0.618666
C16 1.747037 2.679681 -0.590893
N4 -2.429735 -3.041369 3.998261
O4 0.350083 -0.930917 0.222878
C17 4.929335 -0.647712 0.254793
H8 -2.599599 0.751135 -6.342291
C18 0.298865 -1.677877 -3.620581
N5 2.843779 -0.545252 -0.881643
H9 1.474898 5.011806 3.136672
C19 2.921030 -1.865530 -1.081722
C20 3.839450 0.055678 -0.223169
H10 3.939908 -3.708295 -0.813523
O5 -1.303969 -3.482226 4.083299
C21 -0.920975 1.747226 -3.590231
O6 -5.596215 0.882958 0.788551
H11 3.764904 1.123041 -0.082981
C22 -0.445528 -0.455192 -4.063545
H12 -1.360103 -1.367936 -5.746200
C23 -1.943671 0.710317 -5.483364
C24 -0.797930 -0.427098 0.152347
N6 -0.261428 0.622485 -3.295217
H13 5.826811 -2.591977 0.439319
C25 0.864508 1.197201 2.551364
H14 0.490406 1.124301 4.648334
C26 -2.680389 -2.052680 2.923702
H15 -2.285172 2.753090 -4.883672
O7 0.263350 -2.703233 -4.236916
O8 1.638120 -3.623049 -2.020839

Atoms 1-3, force components in eV/Å:
C -0.001 -0.003 -0.003
H 0.002 0.000 0.002
O -0.002 -0.001 0.001

Its maximum force is 0.239 eV Å⁻¹. The total charge is +1. The calculation puts the orbital gap at 0.2681 Eh. The value obtained for the LUMO energy is -4.47 eV. As for the relative energy (zero: lowest compared OMol25 entry of this formula, charge and spin): 0.0 kJ/mol. For the energy, the calculation gives -97306.5776 eV. Its spin multiplicity is 1.

(4)
Formula: C26H16Br2N2ORuS3
Source: the Open Molecules 2025 dataset
Level of theory: ωB97M-V/def2-TZVPD

CARTESIAN COORDINATES (ANGSTROEM)
C1 1.998104 -4.660667 1.875387
C2 2.260493 -5.067889 -0.571972
S1 -0.166049 3.394489 -2.494746
C3 -1.870736 -1.016705 0.486749
C4 1.865880 -4.274055 0.525798
H1 0.845581 -2.129033 4.622624
H2 -0.471499 -1.490421 3.628367
C5 -2.537366 -1.763881 -0.488067
Ru1 -0.002606 -0.265920 0.371705
H3 -1.998874 -2.072971 -1.376115
S2 1.349932 1.460579 -0.780887
H4 1.104518 -0.705385 3.607535
C6 1.286671 -3.007846 0.277735
N1 -0.649896 0.648822 2.149626
C7 1.672548 3.090036 4.626992
C8 -2.452120 0.796802 3.725404
C9 2.210343 2.523768 3.451515
C10 -1.884059 0.320069 2.513839
C11 1.061214 -2.542349 -1.070106
C12 2.067841 -4.636288 -1.856249
H5 -5.624730 -1.944441 0.911649
H6 3.239457 2.722713 3.181608
O1 0.507232 -1.421718 -1.280099
H7 -4.373578 -2.681652 -1.095024
C13 -0.076516 2.209930 -1.347404
H8 1.868284 1.268717 1.761477
Br1 1.210845 -2.834089 -3.878743
H9 1.647577 -4.108690 3.894325
H10 -4.517329 -0.577664 2.615446
C14 0.385542 2.809410 4.982421
C15 -1.743188 1.624641 4.529206
H11 2.284439 3.729078 5.250534
N2 0.907646 -2.151755 1.287349
C16 1.568658 -3.823375 2.853847
Br2 3.072460 -6.767851 -0.289359
C17 1.451404 1.719645 2.649585
C18 -0.422987 1.983637 4.167304
C19 -2.602514 -0.577065 1.601265
C20 1.029699 -2.555484 2.538769
S3 -1.423364 1.484052 -0.545484
C21 -3.870043 -2.100857 -0.330451
C22 0.102095 1.452664 2.972873
C23 0.602756 -1.668582 3.666430
H12 -3.446459 0.478487 4.000273
C24 -3.949656 -0.920323 1.758493
H13 2.434251 -5.619848 2.118915
H14 2.368274 -5.254687 -2.690549
H15 -0.035289 3.203361 5.900388
H16 -2.159034 1.989635 5.461326
C25 -4.579981 -1.684137 0.796420
C26 1.482027 -3.397605 -2.098487

Atoms 1-3, force components in eV/Å:
C 0.014 -0.034 -0.010
C 0.008 -0.052 0.026
S -0.010 0.065 0.108

Its maximum force is 1.019 eV Å⁻¹. The total charge is -1. The calculation puts the orbital gap (alpha / beta) at 0.2236 / 0.2179 Eh. The value obtained for the LUMO energy (alpha / beta) is 1.92 / 1.62 eV. For the energy, the calculation gives -207426.4624 eV. Its spin multiplicity is 2.